This record from OMol25 describes a molecular structure, C28H47AlBN7 at a distorted geometry. The level of theory is ωB97M-V/def2-TZVPD.

Each line ends with the Mulliken charge.
Element x y z (Å)
H  13.899  26.948  18.150  0.591
C  10.656  24.798  21.095  -0.962
H  14.739  23.548  19.083  0.565
H  10.540  28.042  19.824  0.180
H  13.148  28.339  17.565  0.670
H  13.521  28.740  19.911  0.458
H  10.735  24.130  13.457  0.524
C  8.346  21.836  17.228  -0.202
H  11.629  22.095  11.760  0.530
H  6.921  19.865  14.650  0.395
H  8.914  23.787  20.366  0.354
C  11.367  28.747  19.910  -1.115
H  8.190  21.823  15.472  -0.472
H  13.460  25.365  16.960  -1.777
C  13.968  25.349  15.995  0.063
C  12.044  22.362  17.624  -0.081
H  13.486  21.167  18.691  0.472
C  12.962  27.498  18.233  -1.604
C  11.479  22.034  12.828  -1.112
H  7.475  19.809  17.703  0.447
H  14.841  24.713  16.138  0.669
H  13.074  25.333  18.263  0.705
H  10.570  22.109  19.531  -0.260
H  10.774  23.212  16.510  -1.198
H  6.913  23.329  13.063  0.458
C  6.719  20.826  14.177  -1.765
H  12.907  27.207  20.366  0.390
H  8.460  25.198  21.209  0.604
C  8.134  20.643  17.898  -1.332
H  10.621  24.475  22.136  0.583
H  11.143  22.824  20.429  0.657
N  9.306  22.539  17.803  0.471
H  9.980  24.336  17.683  0.703
H  11.014  25.827  21.122  0.182
H  12.599  23.688  20.467  0.654
H  9.224  19.739  19.548  0.540
H  9.268  24.078  16.100  0.550
C  11.538  23.824  20.255  -0.264
C  11.764  20.988  13.690  -1.099
C  11.003  23.096  13.619  -0.349
C  9.097  20.596  18.903  -1.021
C  12.724  28.033  19.678  -0.897
H  13.549  27.548  15.825  0.258
C  7.336  23.392  14.066  -0.855
H  13.689  24.621  13.987  0.744
H  5.680  20.958  14.480  0.390
H  10.804  24.942  16.324  -1.765
H  11.215  24.278  17.118  -0.552
H  12.205  20.015  13.533  0.520
H  15.108  27.194  16.536  0.426
N  10.971  22.673  14.967  0.830
C  8.391  24.384  14.220  0.622
N  9.265  25.149  14.415  -0.168
N  11.093  25.962  17.240  0.332
C  9.781  21.777  18.873  -0.514
C  11.905  26.625  17.688  0.379
N  8.839  26.082  18.259  -0.321
C  13.189  22.134  18.312  -1.472
C  14.389  26.854  15.790  -1.648
C  11.777  25.441  14.782  0.135
H  11.271  29.173  20.909  0.398
H  6.527  23.712  14.722  0.361
H  11.440  23.979  19.181  -0.625
H  6.708  20.642  13.102  0.442
H  7.811  22.101  16.328  1.069
H  12.817  23.774  15.258  -0.544
H  8.607  21.626  13.844  0.067
N  10.763  25.964  14.792  -0.050
H  9.835  23.366  17.567  1.253
H  11.210  21.700  17.445  -0.231
C  7.777  21.951  14.471  0.570
H  11.301  20.790  15.864  0.534
H  14.838  27.038  14.814  0.408
C  9.225  24.819  20.531  -0.798
N  11.956  23.710  17.504  1.089
C  13.803  23.333  18.589  -1.009
C  13.091  24.762  14.888  0.168
Al  9.303  26.223  16.290  0.694
C  11.353  21.390  14.968  -0.353
C  13.033  24.266  18.099  0.103
C  9.020  25.504  19.254  0.933
H  10.588  23.190  15.746  0.172
B  10.196  24.112  16.649  2.749
H  11.304  29.574  19.203  0.355

Summary:
Charge: +2
Energy (eV): -47455.4470
Spin multiplicity: 1
Max |F| (hartree/bohr): 0.2011
Gap between HOMO and LUMO (eV): 2.79